A cluster of 14 separate species, C5H36N3O13 in total. Source: OMol25; level of theory: ωB97M-V/def2-TZVPD.

Its expectation value of S² is 0.761. Its energy relative to the best compared isomer or geometry (same formula, charge and spin) is 41.8 kcal/mol. Its LUMO energy (alpha / beta) is -6.27 / -10.44 eV. The total energy comes out at -36839.6584 eV. As for the multiplicity: 2. As for the charge: +2. For the gap between HOMO and LUMO (alpha / beta), the calculation gives 10.2 / 6.0 eV.

Cartesian coordinates (Å):
1 C 1.29082 0.87028 -0.18366
2 C 0.06238 0.26959 0.54231
3 C -0.64280 -0.60613 -0.42686
4 C -1.24063 -1.82282 -0.14399
5 N -1.71634 -2.44149 -1.31272
6 C -1.43686 -1.51256 -2.29799
7 N -0.74010 -0.38805 -1.82135
8 N 1.94308 1.87744 0.73267
9 H 0.90139 1.38068 -1.04577
10 H 1.94626 0.07144 -0.49097
11 H 0.36873 -0.27453 1.53121
12 H -0.62374 1.12578 0.89154
13 H -1.29665 -2.47176 0.69344
14 H -1.78009 -1.47041 -3.33889
15 H -0.54889 0.49295 -2.25675
16 H 1.53379 2.91678 0.82077
17 H 2.10029 1.49839 1.67416
18 H 2.82288 2.09785 0.22356
19 H 3.37469 -0.54943 2.44721
20 H 1.89678 -0.75791 3.09388
21 O 2.57042 -0.17082 2.78040
22 H 2.01194 -0.07340 -3.33103
23 H 2.84695 0.52562 -4.46715
24 O 2.35018 0.81767 -3.69153
25 H -0.48461 3.26647 -0.19958
26 H -0.97091 3.62417 1.11732
27 O -0.16450 3.66717 0.57372
28 H -3.00187 4.18171 1.89087
29 H -2.92592 2.61219 2.47035
30 O -2.53933 3.39226 2.12612
31 H 1.05924 -1.86146 -2.54631
32 H 2.21554 -2.11714 -1.64724
33 O 1.93191 -1.54756 -2.45849
34 H -3.47560 -0.18977 3.36601
35 H -2.73240 -0.14631 4.71449
36 O -2.70892 -0.25842 3.86274
37 H -3.77368 0.92118 -2.16517
38 H -3.24912 0.14551 -1.07431
39 O -2.95755 0.54522 -1.90161
40 H 0.09096 -4.51261 0.83934
41 H 0.90411 -5.02116 -0.34272
42 O 0.95588 -4.60676 0.47428
43 H 4.45723 1.71347 -1.75689
44 H 3.07501 1.23998 -2.07912
45 O 3.51864 1.73086 -1.44302
46 H 3.07305 -4.00078 0.58486
47 H 2.01892 -2.93913 0.64755
48 O 3.02340 -3.03641 0.55269
49 H -3.64077 -1.22409 0.10979
50 H -5.09742 -0.80461 0.40997
51 O -4.25658 -0.45661 0.36882
52 H -0.15041 -0.84028 3.07432
53 H 0.53196 -1.41615 4.43507
54 O 0.42795 -1.53545 3.50870
55 H -1.77821 2.94911 -2.62329
56 H -0.33279 2.74760 -3.06345
57 O -1.03768 2.37266 -2.44828

Here are the natural (NBO) charges for atoms 1 to 2, given in e: atom 1 (C): -0.21, atom 2 (C): -0.52

A cluster of 2 separate species, C2H7N4O in total. Source: OMol25; level of theory: ωB97M-V/def2-TZVPD.

Its energy relative to the best compared isomer or geometry (same formula, charge and spin) is 157.6 kcal/mol. Its LUMO energy (alpha / beta) is -4.21 / -3.98 eV. The total energy comes out at -10182.4582 eV. As for the charge: +1. For the gap between HOMO and LUMO (alpha / beta), the calculation gives 8.0 / 8.3 eV.

Cartesian coordinates (Å):
1 C -1.49772 1.85041 -1.39449
2 C -0.47424 -0.54112 -0.09625
3 N 0.62842 0.54428 -1.80051
4 N 0.50280 0.19872 -0.55737
5 N -0.26550 -1.05903 1.04163
6 N 0.79699 -0.69742 1.86916
7 O -0.58980 1.96918 -2.05833
8 H -1.74247 1.11208 -0.59232
9 H -1.25953 -1.01925 -0.75080
10 H 1.53469 0.96773 -1.93578
11 H -0.77831 -1.93238 1.39468
12 H 1.53063 -1.40928 2.00804
13 H 1.21565 0.44499 0.12433
14 H 0.39838 -0.42892 2.74802

Here are the natural (NBO) charges for atoms 1 to 2, given in e: atom 1 (C): 0.41, atom 2 (C): 0.23